No. 1
ORCA calculation (ωB97M-V with the def2-TZVPD basis set) on 4 unconnected molecules or ions with the total composition C3H14O3S2.

Molecular weight   162.3 g mol⁻¹
SMILES   CCCSS.O.O.O
E_HOMO   -8.18 eV
Relative energy (zero: lowest compared OMol25 entry of this formula, charge and spin)   28.94 kcal per mole
HOMO-LUMO gap   0.3082 Eh
Total energy   -31150.213 eV

Geometry (Å):
C -1.0761 -0.6228 -1.8711
C -0.6978 0.0694 -0.5271
C -1.9341 -0.0471 0.5077
S -1.2385 0.1344 2.1923
S -1.3153 -2.0106 2.5027
H -2.0155 -0.2837 -2.4448
H -0.3230 -0.4721 -2.6318
H -1.1371 -1.6420 -1.5131
H -0.3523 1.0713 -0.7714
H 0.1817 -0.5232 -0.1722
H -2.4322 -0.9896 0.3465
H -2.6929 0.7515 0.3908
H -0.7694 -1.9259 3.7528
O 2.1797 1.2086 -0.8665
H 2.2829 1.8149 -1.5590
H 2.2233 0.3210 -1.2348
O 2.6257 -1.7587 -1.1905
H 2.2013 -2.5891 -0.8380
H 3.4880 -1.9336 -1.5044
O -0.0003 3.3521 2.6549
H 0.1435 2.4338 2.7727
H 0.6584 3.6412 2.0043



No. 2
ORCA calculation (ωB97M-V with the def2-TZVPD basis set) on a molecular structure, C30H21MnN3O2S.

Molecular weight   542.5 g mol⁻¹
Multiplicity   5
E_HOMO (alpha / beta)   -10.84 / -10.99 eV
HOMO-LUMO gap (alpha / beta)   0.2282 / 0.2583 Eh
Total energy   -82167.263 eV
Net charge   +1

Geometry (Å):
Mn 0.4297 0.4552 0.3600
C 4.6841 0.5471 0.1537
C 4.8962 -0.3770 -0.8576
C 3.8273 -0.9398 -1.5422
C 2.5276 -0.5749 -1.2083
C 2.3238 0.3572 -0.1763
C 3.3875 0.9218 0.5023
C 1.3174 -1.1032 -1.8598
C 1.3283 -1.9552 -2.9789
C 0.1414 -2.3662 -3.5127
C -1.0817 -1.9357 -2.9548
C -2.3390 -2.3330 -3.4663
C -3.4905 -1.8821 -2.8882
C -3.4311 -1.0130 -1.7782
C -2.2312 -0.6127 -1.2590
C -1.0319 -1.0737 -1.8394
N 0.1734 -0.6929 -1.3138
H 5.5284 0.9787 0.6748
H 5.9058 -0.6642 -1.1181
H 4.0209 -1.6625 -2.3240
H 3.2300 1.6424 1.2967
H 2.2688 -2.2690 -3.4055
H 0.1239 -3.0243 -4.3729
H -2.3680 -2.9956 -4.3219
H -4.4525 -2.1846 -3.2780
H -4.3504 -0.6615 -1.3292
H -2.1982 0.0381 -0.3918
O 0.0713 -0.4684 3.9423
S -0.9459 -0.6514 2.9472
O -2.2992 -0.8819 3.3615
N -0.8553 0.5700 1.8537
C -1.2651 1.8596 2.1938
C -2.0576 2.2348 3.2554
C -2.3806 3.5936 3.4591
C -1.9359 4.5763 2.6209
C -1.1126 4.2300 1.5240
C -0.5985 5.1637 0.6030
C 0.2041 4.7484 -0.4298
C 0.5138 3.3892 -0.5386
N 0.0384 2.4856 0.3022
C -0.7779 2.8780 1.3262
C -0.4138 -1.9480 1.8563
C -1.3493 -2.6775 1.1361
C -0.9060 -3.6559 0.2609
C 0.4569 -3.8978 0.1147
C 1.3841 -3.1752 0.8521
C 0.9516 -2.1936 1.7358
H -2.4468 1.4911 3.9349
H -3.0053 3.8481 4.3046
H -2.2015 5.6128 2.7793
H -0.8425 6.2119 0.7233
H 0.6085 5.4448 -1.1492
H 1.1677 3.0272 -1.3222
H -2.4042 -2.4835 1.2804
H -1.6236 -4.2399 -0.3008
H 0.7948 -4.6712 -0.5631
H 2.4416 -3.3856 0.7585
H 1.6488 -1.6545 2.3670



No. 3
ORCA calculation (ωB97M-V with the def2-TZVPD basis set) on 2 unconnected molecules or ions with the total composition C6H12O.

Molecular weight   100.2 g mol⁻¹
E_HOMO   -8.05 eV
Relative energy (zero: lowest compared OMol25 entry of this formula, charge and spin)   124.38 kcal per mole
HOMO-LUMO gap   0.3287 Eh
Total energy   -8458.960 eV

Geometry (Å):
C -0.8025 0.9016 -1.6987
C -0.7304 0.2108 -0.3437
O -1.6161 -0.8299 -0.0445
C 0.9531 -0.9644 -0.5395
C 1.2276 -1.1562 0.9361
C 0.9087 0.1676 1.6055
C -0.9227 1.1856 0.7533
H -0.5195 0.1893 -2.4556
H -0.2118 1.8265 -1.8787
H -1.8417 1.1546 -1.8761
H -1.4164 -1.5071 -0.6961
H 0.8777 -1.9228 -1.1334
H 1.6915 -0.3218 -1.0253
H 0.6311 -2.0131 1.3145
H 2.3026 -1.2096 1.3633
H 1.7359 0.8767 1.4657
H 0.5416 0.0800 2.6061
H -0.8609 2.2502 0.4239
H -1.9477 1.0819 1.2231



> What is the total energy in the third record?

-8458.960 eV



> Look up the total energy of the first one.

-31150.213 eV



> total energy of number 1 (C3H14O3S2)?

-31150.213 eV



> Number 2 is which compound?

C30H21MnN3O2S